Computed, not measured: a molecular structure, C35H33CaClN4S2Si2 in a non-equilibrium geometry, with the ωB97M-V functional and the def2-TZVPD basis.

Structure (ORCA input):
```
! wB97M-V def2-TZVPD RIJCOSX def2/J DEFGRID3
* xyz 0 1
C -1.9497 -0.6786 4.3621
C -2.4591 -0.2493 3.1059
C -2.1942 -1.2688 2.1590
H -3.0211 0.6683 2.9251
C -1.5203 -2.3303 2.8203
C -1.3620 -1.9624 4.1866
H -0.8763 -2.5567 4.9615
H -2.0391 -0.1398 5.3052
H -2.4971 -1.2546 1.1134
H -1.1992 -3.2708 2.3697
Ca 0.0716 -0.4196 2.9312
Si 1.6424 1.1749 -1.2269
C 0.3588 2.4470 -0.8607
C 0.6472 3.6731 -1.4832
H 1.6610 3.8361 -1.8783
C -0.3401 4.6650 -1.5233
H -0.1093 5.6221 -1.9996
C -1.6136 4.4243 -0.9775
H -2.3980 5.1779 -1.0863
C -1.8869 3.2111 -0.3367
H -2.9015 2.9924 0.0242
C -0.8558 2.2782 -0.1551
H -1.0345 1.4043 0.4922
C 0.5382 -0.4670 -1.1916
C -0.9588 -0.5238 -1.1352
H -1.5550 0.3727 -1.0102
C -1.6052 -1.7893 -1.4974
H -2.6652 -1.8449 -1.8054
C -0.9075 -2.9634 -1.0827
H -1.4258 -3.9201 -1.1450
C 0.3942 -2.8610 -0.6211
H 0.8609 -3.7774 -0.2313
C 1.1211 -1.6672 -0.6563
H 2.1274 -1.5839 -0.2303
H 1.8212 0.8399 0.3861
Si -0.4205 -1.0214 -2.8160
C 0.0838 -2.3175 -4.0415
C -0.5257 -2.3821 -5.3063
H -1.1912 -1.5697 -5.6293
C -0.2622 -3.4821 -6.1371
H -0.6875 -3.5328 -7.1410
C 0.5669 -4.5254 -5.6877
H 0.7145 -5.4268 -6.2923
C 1.2273 -4.4101 -4.4549
H 1.9108 -5.1876 -4.1099
C 1.0354 -3.2721 -3.6724
H 1.6082 -3.1467 -2.7506
C -0.5157 0.5951 -3.8382
C -1.7475 1.2242 -4.0221
H -2.6670 0.7085 -3.7211
C -1.7827 2.5049 -4.5902
H -2.7385 3.0001 -4.7294
C -0.6208 3.1733 -4.9702
H -0.6646 4.1910 -5.3672
C 0.6022 2.5251 -4.7856
H 1.5293 3.0338 -5.0432
C 0.6628 1.2373 -4.2413
H 1.6381 0.7548 -4.1128
H 2.9024 1.9867 -1.1511
Cl 2.2283 0.7682 1.8054
N -1.0383 3.2313 3.9407
C -0.1925 2.6270 4.7960
N 0.3079 1.4066 4.6548
C 1.2323 1.1274 5.6788
C 1.3752 2.1570 6.6031
S 0.3703 3.5093 6.2252
C 1.9633 -0.1242 5.6404
C 2.9994 -0.5329 6.4665
S 3.6724 -2.0513 5.9698
C 2.4994 -2.0890 4.6498
N 1.6748 -1.0530 4.6210
N 2.5217 -3.0842 3.7455
H -1.2654 4.2062 4.1018
H -1.3191 2.7748 3.0774
H 2.0449 2.1136 7.4584
H 3.3552 0.0418 7.3166
H 3.2193 -3.8123 3.8429
H 1.8244 -3.1353 3.0087
*
```

HOMO energy (alpha / beta) in eV: -5.16 / -5.25
Strongest force on any atom in eV/Å: 3.860
Relative energy (zero: lowest compared OMol25 entry of this formula, charge and spin) in eV: 6.123
LUMO (alpha / beta) in eV: -0.3669 / 0.1071

---

Computed, not measured: a single C5H8ClN2P molecule in a non-equilibrium geometry, with the ωB97M-V functional and the def2-TZVPD basis.

Structure (ORCA input):
```
! wB97M-V def2-TZVPD RIJCOSX def2/J DEFGRID3
* xyz 0 1
C -2.2631 0.5000 -1.1158
C -3.4415 1.2424 0.9478
C -3.0431 0.3188 0.1540
C 1.7087 -1.7600 -0.2066
C 2.4860 0.7389 0.6751
N -1.0469 0.5593 -1.0550
N -0.0122 0.5171 -0.4093
P 1.5769 0.0003 -0.7804
Cl -3.2349 -1.4149 0.1800
H -2.8100 0.8456 -1.9291
H -3.1464 2.2270 0.9969
H 1.6540 -1.7960 0.9597
H 2.7144 -2.1253 -0.3951
H 1.1297 -2.4739 -0.7392
H 3.2282 1.4654 0.2998
H 2.8733 -0.0900 1.2440
H 1.6271 1.2452 1.1732
*
```

HOMO energy (alpha / beta) in eV: -7.51 / -8.71
Strongest force on any atom in eV/Å: 3.644
Relative energy (zero: lowest compared OMol25 entry of this formula, charge and spin) in eV: 5.015
LUMO (alpha / beta) in eV: -1.0841 / -0.3525

---

Computed, not measured: a molecular structure, C5H13N in a non-equilibrium geometry, with the ωB97M-V functional and the def2-TZVPD basis.

Structure (ORCA input):
```
! wB97M-V def2-TZVPD RIJCOSX def2/J DEFGRID3
* xyz 0 1
C 1.4493 -0.9666 -0.4886
C 0.8572 -0.2759 0.6602
C -0.5679 0.1312 0.3732
C -0.7574 1.6498 0.4185
C -1.5760 -0.6902 1.1749
N 0.9329 0.0442 -2.0250
H 2.4931 -1.2615 -0.4577
H 0.8969 -1.8079 -0.8981
H 1.4905 0.3046 -0.1189
H 1.3290 -0.6640 1.5452
H -0.8491 -0.1280 -0.6362
H 0.1368 2.1297 -0.0134
H -1.6047 2.0283 -0.1214
H -0.7531 1.9897 1.4840
H -1.6169 -0.2777 2.2037
H -2.6236 -0.6897 0.8702
H -1.2459 -1.7302 1.2730
H 1.6070 -0.4378 -2.6055
H 0.4018 0.6517 -2.6381
*
```

HOMO energy in eV: -8.17
Strongest force on any atom in eV/Å: 5.524
Relative energy (zero: lowest compared OMol25 entry of this formula, charge and spin) in eV: 5.798
LUMO in eV: 0.9074

---

Computed, not measured: a single C22H15BrN4O molecule in a non-equilibrium geometry, with the ωB97M-V functional and the def2-TZVPD basis.

Structure (ORCA input):
```
! wB97M-V def2-TZVPD RIJCOSX def2/J DEFGRID3
* xyz 0 1
N -2.4344 2.9245 0.3107
C -2.8894 2.0630 -0.6856
C -4.1349 2.3149 -1.1939
C -4.6635 1.5257 -2.0836
C -3.9590 0.4439 -2.5915
C -2.7390 0.1304 -2.0447
C -2.1416 0.9688 -1.1055
N -0.8072 0.7507 -0.7677
C 0.2154 0.2586 -1.5775
C 1.2197 -0.3290 -0.8955
C 2.3081 -1.0228 -1.5612
C 2.0882 -1.5140 -2.9430
C 3.1657 -2.1130 -3.5977
C 4.3696 -2.3556 -3.0169
Br 5.8327 -2.9724 -4.0679
C 4.6101 -1.9186 -1.7156
C 3.6079 -1.2601 -1.0319
N 0.9073 -0.0971 0.4164
C 1.3122 -0.7280 1.5434
O 2.1194 -1.6530 1.4945
C 0.7267 -0.4754 2.8990
C 1.3470 -0.7853 4.1318
C 0.7001 -0.4352 5.3218
C -0.4440 0.3511 5.3211
C -1.0652 0.6105 4.0652
C -0.5251 0.1457 2.8295
N -0.9876 0.7052 1.6484
C -0.3547 0.5290 0.5223
H -2.6708 3.9054 0.2005
H -1.7384 2.6066 0.9865
H -4.6730 3.1551 -0.8643
H -5.6320 1.8098 -2.3584
H -4.4212 -0.2878 -3.2879
H -2.2288 -0.7492 -2.5520
H 0.0639 0.3955 -2.6093
H 1.2068 -1.4301 -3.5174
H 2.9848 -2.1844 -4.6929
H 5.5259 -2.2860 -1.2210
H 3.8989 -0.9952 -0.0290
H 2.2853 -1.2042 4.0387
H 1.0116 -0.6486 6.2819
H -0.9692 0.7348 6.1820
H -2.0284 1.1156 3.8182
*
```

HOMO energy in eV: -7.58
SMILES string: Nc1ccccc1-n1cc(-c2ccc(Br)cc2)n2c(=O)c3ccccc3nc12
Strongest force on any atom in eV/Å: 5.060
Relative energy (zero: lowest compared OMol25 entry of this formula, charge and spin) in eV: 0.000
LUMO in eV: -0.0049

---

Computed, not measured: a single C7H18N4 molecule in a non-equilibrium geometry, with the ωB97M-V functional and the def2-TZVPD basis.

Structure (ORCA input):
```
! wB97M-V def2-TZVPD RIJCOSX def2/J DEFGRID3
* xyz 0 1
N -0.2694 0.8063 4.6688
C -1.3471 0.7344 3.7127
C -0.8538 0.7698 2.2424
N -1.8986 0.1711 1.3696
C -1.4921 -0.2185 -0.0101
C -0.8862 0.9454 -0.8030
N -0.4341 0.4183 -2.1373
C -1.4487 -0.0595 -3.1025
C -0.5900 -0.3720 -4.3117
N 0.7032 0.1317 -3.8905
C 0.5241 1.1789 -2.9045
H 0.0975 -0.1034 4.9364
H -0.5580 1.3352 5.4630
H -1.8707 -0.2270 3.8901
H -2.0196 1.5750 3.9066
H -0.5897 1.7858 1.9050
H 0.0749 0.1547 2.1807
H -2.3707 -0.6078 1.8392
H -2.3827 -0.6157 -0.5081
H -0.7067 -1.0203 0.0162
H -1.5911 1.7584 -0.9098
H 0.0031 1.2946 -0.2907
H -2.1176 0.7460 -3.3677
H -2.0461 -0.8815 -2.7687
H -0.9976 0.1180 -5.1998
H -0.5657 -1.4329 -4.4470
H 1.2713 -0.6154 -3.4954
H 1.4305 1.3870 -2.3412
H 0.1346 2.1077 -3.3850
*
```

HOMO energy in eV: -8.07
SMILES string: NCCNCCN1CCNC1
Strongest force on any atom in eV/Å: 3.832
LUMO in eV: 1.0050

---

Computed, not measured: 9 unconnected molecules or ions with the total composition C27H72O9 in a non-equilibrium geometry, with the ωB97M-V functional and the def2-TZVPD basis.

Structure (ORCA input):
```
! wB97M-V def2-TZVPD RIJCOSX def2/J DEFGRID3
* xyz 1 2
C 2.3527 4.9236 -2.0026
C 2.8846 3.8124 -1.0154
C 3.2671 2.4963 -1.7081
O 3.8838 4.4847 -0.2977
H 1.4386 4.6301 -2.5188
H 3.0389 5.1209 -2.8261
H 2.1955 5.8496 -1.4496
H 2.1195 3.5368 -0.2896
H 4.0503 2.5944 -2.4598
H 2.3940 2.0999 -2.2264
H 3.5295 1.7474 -0.9608
H 4.2664 3.8534 0.3160
C -2.2456 0.5688 -3.9004
C -3.4201 -0.1467 -4.5777
C -4.7957 0.4202 -4.2696
O -3.2590 -0.1194 -5.9605
H -2.1448 0.5108 -2.8167
H -2.3125 1.6243 -4.1639
H -1.3242 0.2291 -4.3736
H -3.3637 -1.1169 -4.0840
H -5.6938 0.0541 -4.7670
H -4.6518 1.4869 -4.4415
H -5.0018 0.2900 -3.2072
H -2.5114 -0.6724 -6.1991
C -0.7630 -5.3402 3.7898
C -1.0239 -3.8830 3.5998
C -2.4158 -3.5540 2.9185
O -0.9990 -3.2920 4.8740
H 0.2841 -5.6078 3.9312
H -1.1194 -5.8351 2.8864
H -1.3180 -5.6304 4.6820
H -0.2214 -3.2630 3.2000
H -2.5727 -3.9255 1.9059
H -2.3926 -2.4646 2.8906
H -3.2358 -3.6290 3.6327
H -0.1622 -3.5646 5.2576
C 0.2934 -0.2655 -1.1162
C -0.7422 -0.5461 -0.0402
C -0.3728 -1.6600 0.8729
O -0.9768 0.6751 0.6698
H 0.2980 -0.9537 -1.9615
H 1.3339 -0.3036 -0.7935
H 0.2605 0.7614 -1.4800
H -1.6881 -0.8614 -0.4807
H -0.8833 -1.5466 1.8293
H 0.6752 -1.5276 1.1415
H -0.4582 -2.6921 0.5332
H -0.3267 0.8044 1.3642
C -3.5216 -0.8293 6.0600
C -2.3835 -0.3131 5.2236
C -2.6301 1.0961 4.6481
O -1.1458 -0.3109 5.9363
H -3.8277 -0.3094 6.9678
H -3.2905 -1.7968 6.5058
H -4.3847 -0.9980 5.4160
H -2.1343 -1.0449 4.4552
H -2.8371 1.7516 5.4941
H -3.5988 1.1496 4.1515
H -1.8019 1.3926 4.0044
H -0.7055 -1.1390 6.1411
C -0.0032 3.2575 3.4752
C 0.7678 2.4531 2.4348
C 2.2762 2.9070 2.4873
O 0.7392 1.1856 2.9525
H 0.1056 4.3243 3.2794
H 0.2382 3.1151 4.5286
H -1.0485 3.0676 3.2318
H 0.3316 2.4462 1.4359
H 2.1725 3.9239 2.1091
H 2.9754 2.3969 1.8247
H 2.6347 2.8818 3.5164
H 0.8205 1.1887 3.9091
C 2.9189 -3.9411 0.2142
C 3.4570 -2.6080 -0.4625
C 3.7390 -1.4331 0.4778
O 4.6252 -2.8402 -1.1302
H 2.8031 -4.7423 -0.5157
H 2.0778 -3.7246 0.8728
H 3.6980 -4.2621 0.9056
H 2.7049 -2.4285 -1.2307
H 4.6483 -1.6053 1.0536
H 2.9021 -1.2342 1.1473
H 3.9119 -0.4595 0.0194
H 4.4386 -3.5115 -1.7906
C -1.1564 4.6385 -0.4732
C -2.1121 4.7525 -1.6907
C -2.7498 3.4356 -2.0155
O -3.0790 5.7601 -1.4791
H -0.2987 3.9703 -0.5505
H -1.6359 4.4887 0.4941
H -0.6124 5.5711 -0.3236
H -1.5826 5.2162 -2.5230
H -3.5089 2.9772 -1.3817
H -1.9728 2.6801 -1.8990
H -3.1438 3.4393 -3.0318
H -3.8551 5.3402 -1.1011
C 1.2132 -3.7514 -4.0541
C 2.5778 -3.7541 -4.8087
C 2.7034 -2.6296 -5.8245
O 3.6013 -3.7613 -3.8177
H 0.9988 -4.6607 -3.4925
H 0.3731 -3.7115 -4.7474
H 1.2911 -2.9169 -3.3573
H 2.5892 -4.6776 -5.3875
H 2.9276 -1.6640 -5.3712
H 1.8541 -2.5155 -6.4981
H 3.6437 -2.8378 -6.3352
H 4.0916 -4.5689 -3.9877
*
```

HOMO energy (alpha / beta) in eV: -11.53 / -11.53
Strongest force on any atom in eV/Å: 3.983
Relative energy (zero: lowest compared OMol25 entry of this formula, charge and spin) in eV: 2.722
LUMO (alpha / beta) in eV: -2.8963 / -9.2503

---

Computed, not measured: a molecular structure, C47H47AsCl5N12O6RbS in a non-equilibrium geometry, with the ωB97M-V functional and the def2-TZVPD basis.

Structure (ORCA input):
```
! wB97M-V def2-TZVPD RIJCOSX def2/J DEFGRID3
* xyz -2 1
Rb 0.5308 0.9197 -0.5413
N 1.4115 -2.7317 -2.1502
N 2.3886 -1.8708 -2.7014
C 2.6058 -0.6471 -1.9653
O 3.0671 0.2900 -2.6341
O 2.3386 -0.6868 -0.7495
H 1.4189 -3.6052 -2.6593
H 0.4761 -2.3269 -2.1971
H 2.2443 -1.6502 -3.6809
Cl 0.3925 -3.0717 1.5989
C 2.0889 -2.8397 1.6057
C 2.6257 -1.6464 2.0983
C 4.0111 -1.4942 2.0214
Cl 4.8115 -0.1095 2.6407
C 4.8082 -2.4704 1.4221
Cl 6.5053 -2.2421 1.2822
C 4.2492 -3.6554 0.9635
Cl 5.2337 -4.8508 0.2181
C 2.8859 -3.8624 1.1067
Cl 2.2186 -5.3922 0.7042
C -4.5755 -3.8036 -0.0080
N -3.9854 -2.5446 -0.4119
C -2.7106 -2.1354 -0.2939
N -2.5272 -1.0242 -0.9694
C -3.7492 -0.7822 -1.5014
N -4.6612 -1.6790 -1.1927
C -4.2069 -4.8541 -1.0386
C -3.6434 -6.0797 -0.7037
C -3.1561 -6.9180 -1.7009
C -3.1689 -6.5182 -3.0271
C -3.7547 -5.3008 -3.3647
C -4.3149 -4.5054 -2.3726
C -3.6174 -4.6536 -4.6590
N -4.4341 -3.8081 -5.1996
N -3.7451 -3.1529 -6.1721
C -2.5394 -3.6301 -6.1721
O -2.4024 -4.6357 -5.2692
C -1.3662 -3.0323 -6.7734
C -0.1543 -3.7090 -6.8974
C 0.9889 -3.0074 -7.2400
C 0.9509 -1.6292 -7.3931
C -0.2566 -0.9475 -7.2570
C -0.2857 0.5578 -7.1693
N 0.0242 0.9285 -5.7987
C -0.4299 0.3882 -4.6462
N 0.1382 0.9700 -3.6222
C 0.9560 1.8874 -4.1922
N 0.9171 1.8950 -5.5081
C -1.4134 -1.6568 -7.0024
H -5.6542 -3.6521 0.0330
H -4.2055 -4.0722 0.9812
H -1.9702 -2.6594 0.2825
H -3.9614 0.0603 -2.1374
H -3.5528 -6.3671 0.3364
H -2.7128 -7.8678 -1.4321
H -2.7143 -7.1316 -3.7938
H -4.7535 -3.5578 -2.6542
H -0.1115 -4.7721 -6.7016
H 1.9322 -3.5291 -7.3340
H 1.8622 -1.0727 -7.5705
H -1.2704 0.9445 -7.4454
H 0.4696 1.0260 -7.7979
H -1.1502 -0.4107 -4.6007
H 1.5962 2.5376 -3.6243
H -2.3639 -1.1525 -6.8857
C -4.1724 1.8594 3.6920
As -2.8758 0.9102 2.5602
C -1.2403 1.6345 3.2852
C -3.3921 1.5652 0.8139
S -3.1623 -1.1261 2.8851
H -4.0544 2.9363 3.5612
H -3.9972 1.5929 4.7344
H -5.1864 1.5603 3.4267
H -1.3495 2.7168 3.3307
H -0.3801 1.4061 2.6611
H -1.0973 1.2161 4.2826
H -3.4901 2.6483 0.8635
H -4.3423 1.1051 0.5430
H -2.6415 1.3247 0.0597
C 4.8619 4.4272 6.1780
C 3.6863 3.8419 6.9634
N 2.7931 3.0955 6.0987
C 1.5345 3.7347 5.7708
C 1.6785 4.9212 4.8187
C 2.8205 1.6742 6.2394
O 3.3082 1.1711 7.2622
C 2.3341 0.9113 5.1313
C 2.0611 -0.4838 5.2934
C 1.7095 -1.2409 4.2511
C 1.6831 -0.6818 2.8356
N 1.9753 0.7545 2.7241
C 2.2517 1.4065 3.8091
H 5.5767 4.9065 6.8521
H 4.5292 5.1639 5.4463
H 5.3670 3.6217 5.6461
H 3.1410 4.6348 7.4914
H 4.0745 3.1428 7.7059
H 1.0404 4.0848 6.6955
H 0.8873 2.9871 5.3155
H 2.2391 5.7345 5.2826
H 0.6910 5.2984 4.5452
H 2.1965 4.6144 3.9108
H 2.1165 -0.8968 6.2935
H 1.4536 -2.2897 4.3464
H 0.6850 -0.8281 2.3984
H 2.4856 2.4563 3.6431
O -1.3217 3.1456 -1.5155
C -1.1995 3.5210 -0.3348
O -0.7396 2.8662 0.6312
C -1.7088 4.9276 0.0043
C -1.3178 5.5435 1.1878
C -1.7673 6.8194 1.4945
C -2.6206 7.4850 0.6249
C -3.0273 6.8676 -0.5503
C -2.5667 5.5964 -0.8600
H -0.6539 5.0061 1.8528
H -1.4544 7.2995 2.4145
H -2.9647 8.4852 0.8622
H -3.7030 7.3858 -1.2214
H -2.8597 5.1019 -1.7771
*
```

HOMO energy in eV: -1.40
Strongest force on any atom in eV/Å: 1.179
Relative energy (zero: lowest compared OMol25 entry of this formula, charge and spin) in eV: 2.617
LUMO in eV: 2.9703

---

Computed, not measured: a molecular structure, C4H7AsCuO3S4, with the ωB97M-V functional and the def2-TZVPD basis.

Structure (ORCA input):
```
! wB97M-V def2-TZVPD RIJCOSX def2/J DEFGRID3
* xyz -2 2
Cu 0.5687 0.5033 -1.6535
S 2.1830 4.9381 -2.2275
As 1.6193 2.9009 -2.7590
S -0.4558 2.4169 -2.4994
S 2.8059 1.3409 -1.8814
S 2.2074 3.5246 -4.7422
C -0.1623 -1.6224 2.3518
C -0.4875 -0.9527 1.0227
C -1.9003 -0.3852 1.0249
O 0.3647 0.1795 0.8360
C -0.3899 -1.9686 -0.1582
O -0.7260 -3.1379 0.0970
O 0.0381 -1.5215 -1.2563
H -0.2579 -0.8950 3.1621
H 0.8625 -2.0036 2.3423
H -0.8270 -2.4675 2.5209
H -2.0215 0.3166 1.8542
H -2.6247 -1.1943 1.1218
H -2.0735 0.1480 0.0891
H 1.2766 -0.1200 0.7546
*
```

HOMO energy (alpha / beta) in eV: -1.15 / -1.15
Strongest force on any atom in eV/Å: 0.577
LUMO (alpha / beta) in eV: 5.1547 / 4.7678